# 1
{
  "formula": "C25H27N3O5",
  "method": "ωB97M-V/def2-TZVPD",
  "relative_energy_ev": 0.911,
  "homo_lumo_gap_ha": 0.323,
  "charge": 0,
  "max_force_ev_per_a": 0.799,
  "homo_ev": -8.15,
  "mol_weight_g_mol": 449.5,
  "smiles": "COc1ccc(C(=O)Nc2ccccc2C(=O)N(Cc2ccco2)[C@H](C(N)=O)C(C)C)cc1",
  "elements": ["O", "O", "O", "O", "O", "N", "N", "N", "C", "C", "C", "C", "C", "C", "C", "C", "C", "C", "C", "C", "C", "C", "C", "C", "C", "C", "C", "C", "C", "C", "C", "C", "C", "H", "H", "H", "H", "H", "H", "H", "H", "H", "H", "H", "H", "H", "H", "H", "H", "H", "H", "H", "H", "H", "H", "H", "H", "H", "H", "H"],
  "coordinates": [[0.4886, 1.2117, -0.6037], [-1.7488, 0.5417, -2.3977], [0.9618, -3.6997, -0.0632], [-1.6782, -1.7768, 1.9978], [5.7462, 0.4373, -0.6616], [-2.2213, 0.8617, -0.2264], [0.0293, 2.8803, -2.0410], [-0.1398, -1.8444, -0.8308], [-2.1187, 0.0761, -1.3283], [3.6363, -0.0863, -1.5153], [0.9695, -2.5437, -0.4401], [-1.6984, 2.2136, -0.4416], [-3.1091, -4.0453, -0.9405], [3.2145, -1.9954, 0.4290], [-4.1112, -3.1209, -1.1830], [2.2188, -1.7404, -0.5055], [-1.6690, 3.1144, 0.8017], [0.4202, -1.3406, 2.5785], [-2.5492, 0.2969, 1.0710], [-1.7920, -3.6460, -0.8195], [4.6203, -0.3193, -0.5517], [-2.4699, -1.3649, -1.1652], [-0.5554, -2.2850, 2.5290], [-1.4295, -0.4814, 1.6945], [-1.4513, -2.2994, -0.9326], [-3.7857, -1.7812, -1.2976], [-0.1485, -0.1619, 2.0368], [4.4021, -1.2888, 0.4221], [-0.6900, 4.2749, 0.6189], [-0.2924, 2.0275, -1.0466], [-3.0648, 3.6762, 1.0803], [2.4495, -0.7830, -1.4920], [6.7860, 0.2365, 0.2647], [7.1785, -0.7841, 0.2138], [-5.1380, -3.4382, -1.2836], [5.1471, -1.5036, 1.1722], [-3.0803, 4.1878, 2.0398], [-0.7358, 4.9269, 1.4883], [-3.3894, -0.3925, 0.9437], [-3.8234, 2.8978, 1.0932], [-0.5727, -3.3166, 2.8168], [-4.5538, -1.0460, -1.4936], [-1.3235, 2.5244, 1.6543], [-3.3362, 4.3938, 0.3085], [1.7144, -0.6004, -2.2610], [0.3300, 3.9150, 0.5162], [0.3478, 0.7746, 1.8925], [3.8358, 0.6523, -2.2758], [0.0019, -0.8493, -0.9668], [1.4173, -1.4574, 2.9485], [-2.3346, 2.6849, -1.2032], [-0.9416, 4.8616, -0.2617], [-0.6919, 3.3538, -2.5561], [7.5707, 0.9374, -0.0161], [-1.0159, -4.3681, -0.6306], [6.4603, 0.4504, 1.2879], [3.0408, -2.7602, 1.1712], [-3.3539, -5.0929, -0.8483], [0.8954, 2.7047, -2.5264], [-2.8686, 1.0995, 1.7360]],
  "forces_ev_per_angstrom": [[0.25, -0.12, 0.17], [-0.04, -0.15, -0.13], [0.01, -0.12, 0.05], [-0.44, -0.02, -0.04], [-0.31, -0.01, -0.18], [-0.05, 0.43, -0.18], [0.25, 0.24, -0.20], [0.01, 0.28, -0.17], [-0.41, -0.08, -0.05], [0.25, 0.07, 0.07], [0.02, 0.03, -0.01], [0.16, -0.17, -0.13], [-0.05, 0.12, -0.03], [-0.28, 0.00, -0.15], [-0.15, 0.00, 0.01], [0.32, -0.04, 0.03], [-0.08, 0.10, -0.12], [-0.32, -0.38, 0.11], [0.02, -0.38, 0.35], [0.14, -0.15, 0.01], [-0.18, 0.00, -0.16], [0.18, -0.29, -0.15], [0.73, 0.05, 0.25], [0.41, 0.67, 0.15], [-0.36, -0.17, -0.08], [0.11, 0.00, 0.01], [-0.62, -0.03, -0.08], [0.30, 0.14, 0.07], [-0.05, -0.21, 0.17], [-0.32, 0.41, -0.15], [0.18, -0.22, 0.09], [0.13, -0.14, 0.14], [0.17, -0.04, 0.16], [-0.03, 0.04, 0.01], [-0.08, -0.03, -0.01], [0.08, 0.01, 0.05], [-0.05, 0.06, 0.08], [-0.01, 0.08, 0.06], [0.07, 0.20, 0.13], [-0.14, -0.06, 0.02], [-0.09, -0.17, -0.02], [-0.07, 0.07, -0.02], [0.00, -0.01, 0.00], [-0.04, 0.07, -0.10], [-0.08, 0.05, -0.04], [0.12, 0.06, -0.02], [0.04, 0.22, -0.10], [0.02, 0.08, -0.10], [0.08, -0.05, 0.09], [0.22, -0.12, 0.09], [0.13, 0.05, 0.08], [0.00, 0.10, -0.09], [-0.04, -0.08, 0.02], [-0.03, -0.07, 0.06], [0.01, 0.00, 0.00], [0.01, -0.02, -0.04], [-0.01, -0.08, 0.05], [0.00, -0.09, 0.01], [-0.04, 0.00, 0.06], [-0.03, -0.10, -0.12]]
}


# 2
{
  "formula": "C17H26ClFN4",
  "method": "ωB97M-V/def2-TZVPD",
  "relative_energy_ev": 0.000,
  "homo_lumo_gap_ha": 0.332,
  "charge": 2,
  "max_force_ev_per_a": 1.619,
  "homo_ev": -14.44,
  "mol_weight_g_mol": 340.9,
  "elements": ["Cl", "F", "N", "N", "N", "N", "C", "C", "C", "C", "C", "C", "C", "C", "C", "C", "C", "C", "C", "C", "C", "C", "C", "H", "H", "H", "H", "H", "H", "H", "H", "H", "H", "H", "H", "H", "H", "H", "H", "H", "H", "H", "H", "H", "H", "H", "H", "H", "H"],
  "coordinates": [[4.6035, 1.5489, 6.0312], [0.1096, -0.2359, -2.6907], [-2.6531, 1.0566, -3.5993], [3.5517, 0.0320, 4.0091], [2.6674, 0.0302, 1.6254], [-2.6777, -1.1296, -3.6148], [2.6028, -1.3457, 2.1895], [2.3273, 0.9630, 3.8972], [-5.0286, 1.4354, -2.9329], [-6.1280, 0.7056, -2.4691], [-2.1933, -2.4216, -3.1777], [1.8424, 0.9382, 2.4730], [-5.0619, -1.4531, -2.9425], [-1.9120, -0.0409, -3.7872], [4.0618, -0.0563, 5.3972], [-0.4429, -0.0530, -3.9320], [3.1272, -1.3718, 3.6022], [-4.0130, -0.7184, -3.4652], [-6.1437, -0.7003, -2.4730], [4.6394, 0.4931, 3.0364], [-3.9969, 0.6758, -3.4556], [-2.1165, 2.3183, -3.1306], [4.0735, 0.5030, 1.6333], [-2.9596, 3.0004, -2.9981], [1.8998, 1.9367, 2.0304], [-7.0352, -1.2353, -2.1521], [0.8102, 0.5792, 2.4281], [-1.4731, -2.7945, -3.9069], [-1.5900, 2.1992, -2.1687], [2.3650, -1.6816, 4.3203], [-0.2019, -0.8934, -4.5933], [-1.4281, 2.7037, -3.8843], [3.2034, -1.9901, 1.5436], [1.5845, 0.5619, 4.5953], [4.6356, -0.1782, 0.9831], [-7.0107, 1.2585, -2.1512], [5.4747, -0.2167, 3.1108], [-3.0566, -3.0896, -3.1253], [1.5581, -1.6673, 2.1605], [-1.7213, -2.3638, -2.1820], [2.6413, 1.9570, 4.2357], [4.9293, -0.7301, 5.4145], [-5.0387, -2.5440, -2.9255], [-0.1511, 0.9182, -4.3556], [4.0704, 1.5181, 1.2170], [-4.9787, 2.5260, -2.9147], [3.2502, -0.4109, 6.0430], [4.9807, 1.4859, 3.3505], [4.0029, -2.0229, 3.7007]],
  "forces_ev_per_angstrom": [[-0.31, -0.91, -0.38], [0.36, -0.02, 0.29], [-0.32, -0.71, -0.51], [-0.01, 0.22, -0.59], [-0.09, 0.00, 0.69], [-0.33, 0.86, -0.54], [-0.25, 0.92, -1.24], [0.76, -0.33, 1.12], [-0.93, -0.31, -0.07], [0.16, 0.63, -0.50], [0.23, -0.68, -0.18], [0.16, -0.50, -1.50], [-0.95, 0.30, -0.05], [-1.19, -0.16, 1.08], [0.41, 0.74, 0.73], [-0.38, 0.09, -0.65], [0.32, 0.03, 0.93], [1.02, -0.03, 0.97], [0.19, -0.62, -0.49], [0.38, 0.02, 0.77], [0.98, 0.08, 0.92], [0.23, 0.64, -0.23], [-1.19, -0.29, -0.82], [0.43, 0.00, -0.12], [-0.14, -0.16, 0.05], [0.20, 0.23, 0.13], [0.12, 0.18, -0.05], [-0.08, -0.20, 0.15], [-0.28, -0.08, -0.41], [0.14, -0.01, 0.01], [0.43, 0.31, 0.11], [-0.12, 0.26, 0.19], [-0.19, -0.01, 0.06], [0.21, 0.11, -0.01], [-0.02, 0.37, 0.07], [0.23, -0.25, 0.13], [-0.26, 0.20, 0.29], [0.43, 0.00, -0.11], [0.20, -0.05, -0.08], [-0.25, 0.14, -0.45], [-0.01, -0.34, -0.03], [-0.38, 0.22, 0.00], [-0.23, 0.41, 0.09], [0.35, -0.47, 0.08], [0.17, -0.33, -0.01], [-0.24, -0.43, 0.09], [0.30, 0.05, -0.19], [-0.12, -0.34, 0.12], [-0.13, 0.21, 0.14]]
}